# 1
The following is a DFT calculation (ωB97M-V with the def2-TZVPD basis set) of a gas-phase ion, C9H16N5 (charge +1) at a distorted geometry.

Its net charge is +1. The total energy is -17032.926 eV. The energy above the lowest of the compared OMol25 structures with the same formula, charge and spin is 54.5 kcal/mol. As for the SMILES: [H]/N=C(/C1=NC[NH+]=CN1N=C)C(C)(C)C. The maximum force comes out at 0.100 Eh/bohr. The calculation puts the HOMO energy at -0.4908 hartree.

CARTESIAN COORDINATES (ANGSTROEM)
N: -0.01095 1.47508 1.33922
N: 2.15306 0.54399 -0.08386
N: 1.03104 -1.51273 0.40061
N: 1.98677 1.89918 -0.55927
N: 3.31308 -1.42465 -0.23755
C: -2.32605 -0.54134 1.09387
C: -1.27225 -0.89661 -1.17288
C: -0.18990 0.48184 0.58860
C: -1.49851 0.09970 -0.03506
C: 2.27503 -2.29308 0.19216
C: 2.69684 2.75119 0.03603
C: 1.01820 -0.26294 0.35077
C: -2.14220 1.45053 -0.37307
C: 3.21465 -0.09409 -0.32768
H: -0.79856 1.94990 1.46906
H: 3.98501 0.49526 -0.90239
H: -3.38710 -0.40015 0.92646
H: -2.83232 1.80772 0.41770
H: -0.57713 -0.56150 -1.99274
H: -1.41085 2.30518 -0.53267
H: 2.50583 3.72268 -0.41596
H: 3.36492 2.70288 0.90859
H: -1.11020 -1.88546 -0.84743
H: -2.07190 -1.58641 1.02078
H: 4.10337 -1.92381 -0.73610
H: -2.71862 1.42966 -1.33545
H: 1.92304 -3.04684 -0.63128
H: -1.94225 -0.29083 2.08269
H: 2.44276 -2.88434 1.16185
H: -2.30332 -0.95032 -1.77050

Here are the Mulliken charges for atoms 1 to 8, given in e: number 1, N, carries -0.619; number 2, N, carries 0.536; number 3, N, carries -0.409; number 4, N, carries -0.743; number 5, N, carries -0.143; number 6, C, carries -1.633; number 7, C, carries -1.814; number 8, C, carries -0.142

***

# 2
The following is a DFT calculation (ωB97M-V with the def2-TZVPD basis set) of a molecular structure, C46H49As2N10Ti at a distorted geometry.

Its net charge is +3. The total energy is -208170.242 eV. The energy above the lowest of the compared OMol25 structures with the same formula, charge and spin is 28.9 kcal/mol. The maximum force comes out at 0.028 Eh/bohr. The calculation puts the HOMO energy (alpha / beta) at -0.5583 / -0.5585 hartree.

CARTESIAN COORDINATES (ANGSTROEM)
As: -1.10760 1.87830 -1.68632
As: -2.94720 -0.14800 0.00588
Ti: -0.03020 -0.36490 0.15808
N: 3.58250 1.74770 -0.82322
N: -0.22520 -2.05370 2.74908
N: -0.20490 2.10180 2.13078
N: 1.28290 -1.77070 0.29408
N: 1.59250 0.76780 -0.71502
N: -0.68340 -1.03400 1.99448
N: 1.88060 0.31610 2.09298
N: -0.71780 -2.06040 -1.10782
N: 0.30080 2.85950 4.17038
N: 0.10190 -2.55800 -2.05902
C: 0.51100 1.91700 3.22368
C: 3.83850 1.82340 -3.33202
C: 1.97550 0.74710 -4.43172
C: -5.42150 3.26890 -0.25102
C: -1.24640 4.85800 4.21458
C: -2.91650 2.44960 -1.15732
C: 2.06550 -1.83230 -0.88732
C: -3.88970 -0.76000 -1.63322
C: 2.60950 1.26840 -0.02962
C: -2.22040 5.46740 3.45218
C: 1.32630 -2.92900 1.04928
C: 1.33840 0.47320 -3.23492
C: 1.66620 -6.52790 3.45568
C: 1.95370 0.89870 -2.05772
C: 2.10960 -4.03440 0.65218
C: 1.54780 -5.29740 2.63028
C: -0.10070 3.52070 -1.29942
C: 1.46780 0.78400 3.41608
C: -1.92400 3.89070 1.63318
C: 0.61800 -3.07490 2.26628
C: -0.64210 3.73120 3.67738
C: -1.78790 -2.85970 -1.08972
C: -1.56330 -0.87380 4.05098
C: -1.68770 -3.83800 -2.07672
C: -3.47860 3.63830 -1.61232
C: -4.72710 4.04180 -1.16752
C: 1.46960 -2.21480 -2.10322
C: -0.46450 -3.61800 -2.67042
C: -1.36350 2.19610 -3.62132
C: -1.49820 -0.31350 2.78468
C: 2.22850 -2.35800 -3.25732
C: 2.23060 -5.16630 1.42138
C: -0.95630 3.24170 2.39218
C: 3.44680 -1.63170 -0.87952
C: 3.59760 -2.11230 -3.24432
C: 3.20900 1.53580 -2.13002
C: 4.41570 -2.22870 -4.48312
C: -4.20940 -0.90400 1.32458
C: 2.71360 1.33300 1.45168
C: -2.55450 4.98450 2.18438
C: -3.63340 1.65990 -0.25622
C: 4.18920 -1.75180 -2.03632
C: -0.73580 -1.97880 3.99498
C: -4.87930 2.07480 0.20108
C: 3.19710 1.42060 -4.48512
C: 0.73180 -4.24440 3.01878
H: -4.77980 -0.14190 -1.78122
H: -4.27770 -0.28100 2.21918
H: -1.97980 0.59290 2.45098
H: 1.52200 0.43640 -5.36042
H: -0.45530 1.99960 -4.18672
H: 2.34180 2.31950 1.75878
H: 1.81530 -6.27940 4.50268
H: -0.73250 4.39140 -1.48262
H: -1.64340 3.23880 -3.77792
H: 3.77400 1.28270 1.74938
H: 4.16930 -1.41170 -5.16022
H: 2.86430 -5.96530 1.06998
H: -2.14290 -0.54520 4.88998
H: -3.25370 -0.65540 -2.51782
H: 5.47480 -2.17760 -4.25072
H: 0.97680 -0.03170 3.95428
H: 1.75360 -2.66960 -4.17552
H: -2.57430 -2.73920 -0.36342
H: 3.94180 -1.41840 0.05558
H: 4.78460 2.33590 -3.36832
H: 2.49580 -7.14300 3.12278
H: 0.03550 -4.14690 -3.45622
H: -2.74140 6.32860 3.83878
H: 2.32180 1.11860 4.02708
H: 0.75860 -7.12640 3.38508
H: -5.43230 1.47580 0.91558
H: 0.39640 -0.06620 -3.21882
H: 5.25630 -1.59770 -2.00962
H: -2.40930 -4.59560 -2.30492
H: -2.17830 3.54540 0.64658
H: 0.74440 2.92700 5.07238
H: -3.33600 5.47930 1.62858
H: 4.43490 2.19640 -0.52272
H: 0.22230 3.53520 -0.25862
H: -0.49550 -2.66370 4.78228
H: -5.15470 4.96310 -1.52962
H: -2.94110 4.27170 -2.30772
H: 4.22750 -3.15930 -5.01482
H: -6.38530 3.59590 0.10538
H: -0.97530 5.23520 5.18638
H: -2.16670 1.56590 -4.00722
H: -4.21040 -1.79940 -1.54712
H: 2.65610 -3.98380 -0.27642
H: 2.41920 -0.54700 2.19558
H: 0.15590 -4.36740 3.92178
H: 3.64000 1.63080 -5.44632
H: -5.20700 -0.99800 0.88878
H: -3.86820 -1.89840 1.62948
H: 0.77630 3.58600 -1.94482

Here are the Mulliken charges for atoms 1 to 8, given in e: number 1, As, carries 1.030; number 2, As, carries 1.351; number 3, Ti, carries -0.140; number 4, N, carries 0.006; number 5, N, carries -0.059; number 6, N, carries 0.592; number 7, N, carries 1.626; number 8, N, carries 2.377

***

# 3
The following is a DFT calculation (ωB97M-V with the def2-TZVPD basis set) of 2 unconnected molecules or ions with the total composition C9H23N2O5PS.

Its net charge is 0. The total energy is -43047.085 eV. The energy above the lowest of the compared OMol25 structures with the same formula, charge and spin is 0.0 kcal/mol. As for the SMILES: COC[C@H](CN)OCP(N)O.O=S1(=O)CCCC1. The maximum force comes out at 0.017 Eh/bohr. The calculation puts the HOMO energy at -0.3115 hartree.

CARTESIAN COORDINATES (ANGSTROEM)
S: 2.23925 -1.56851 2.68284
P: -3.43503 0.50626 -2.27771
O: 1.15578 -0.73320 2.22414
O: -1.44534 4.41159 -1.45194
O: -0.96837 1.70553 -2.83117
O: 3.52238 -1.01096 3.02369
O: -2.53473 -0.06395 -1.01130
N: -3.21765 -0.70010 -3.50492
N: 0.61686 0.04903 -0.75255
C: -2.36036 4.21707 -0.39730
C: 2.68351 -4.13532 2.39224
C: -0.29313 3.59486 -1.38876
C: 2.48741 -2.90227 1.51568
C: 1.62866 -4.03116 3.50231
C: -2.36673 1.82228 -3.04393
C: 1.67193 -2.59564 4.04277
C: 0.83655 1.36758 -1.38000
C: -0.50290 2.09590 -1.55009
H: 0.69576 -2.24089 4.36200
H: 0.17773 3.74276 -0.41367
H: 1.80710 -4.75226 4.29787
H: -3.74668 -1.50466 -3.18600
H: -2.77370 2.78147 -2.75294
H: 0.95325 -0.65477 -1.39553
H: 2.38995 -2.48716 4.85272
H: -1.13028 1.72369 -0.74918
H: -2.23425 -0.96200 -3.54363
H: -2.51987 1.72981 -4.11172
H: 0.42108 3.92372 -2.13421
H: 1.49648 2.00158 -0.79934
H: -1.96936 3.59961 0.40549
H: 2.57687 -5.05289 1.81638
H: -3.27725 3.75539 -0.75260
H: 1.58308 -2.98195 0.91254
H: 1.13346 -0.00760 0.11366
H: -1.57017 -0.02634 -1.17461
H: 0.64103 -4.23889 3.08701
H: 3.68463 -4.12581 2.82776
H: 3.34228 -2.66995 0.88499
H: -2.63606 5.17153 0.03549
H: 1.23684 1.24662 -2.37646

Here are the Mulliken charges for atoms 1 to 8, given in e: number 1, S, carries 1.159; number 2, P, carries 0.142; number 3, O, carries -0.668; number 4, O, carries -0.407; number 5, O, carries -0.448; number 6, O, carries -0.670; number 7, O, carries -0.457; number 8, N, carries -0.646

***

# 4
The following is a DFT calculation (ωB97M-V with the def2-TZVPD basis set) of a molecular structure, C26H33BeO4 at a distorted geometry.

Its net charge is -1. The total energy is -36081.663 eV. The energy above the lowest of the compared OMol25 structures with the same formula, charge and spin is 152.1 kcal/mol. The maximum force comes out at 0.123 Eh/bohr. The calculation puts the HOMO energy at -0.0878 hartree.

CARTESIAN COORDINATES (ANGSTROEM)
O: 2.48977 -0.00651 -1.19564
O: -0.10878 0.99599 1.66335
O: -0.15814 3.09212 2.47891
O: -0.71649 0.63946 -4.22415
C: -0.47687 1.88760 -5.04575
C: 1.67984 1.41054 -1.18592
C: -0.08620 2.15131 5.12474
C: 1.94284 -1.87945 2.68777
C: -0.36086 1.09361 -6.34135
C: 1.01310 1.20272 -2.54765
C: 0.99543 -0.68141 -1.04329
C: -2.71222 0.99379 1.63575
C: 0.38652 -3.02510 1.43450
C: 0.10234 -3.25912 2.80708
C: -1.43434 -1.18845 -5.65196
C: 1.17723 0.95262 6.82235
C: -2.65678 -0.02305 0.52362
C: 0.57418 1.49731 4.06922
C: 0.17044 1.89188 6.48379
C: 1.50744 -2.15709 1.36917
C: 1.96861 0.41056 5.80244
C: -2.58404 -1.12291 2.55442
C: -2.79677 -1.28424 1.17097
C: 0.08588 1.88345 2.64026
C: 1.69652 0.71396 4.44833
C: 1.03145 -0.81721 -5.41119
C: 1.05689 -2.53056 3.58384
C: -2.42692 0.24849 2.84041
C: 0.24915 -0.12505 -2.22415
C: -0.34977 -0.14921 -5.45257
Be: -1.31934 1.20077 0.59363
H: 2.39984 0.39656 3.68913
H: 2.81866 -1.28831 2.92251
H: -3.14272 1.99433 1.52002
H: 1.09939 -2.48938 4.67020
H: 1.81839 1.04796 -3.33925
H: -1.33737 -2.03703 -4.95466
H: 1.95616 -1.71670 0.48054
H: 2.84009 -0.21762 6.09083
H: -2.73505 0.14263 -0.57006
H: -2.39543 -0.75057 -5.38160
H: -0.68680 -3.90561 3.19831
H: -1.44109 -1.59825 -6.66934
H: 0.90650 -1.76216 -1.17657
H: 2.18616 2.39323 -1.24404
H: -3.14839 -2.19703 0.67732
H: -1.33186 2.55554 -4.85544
H: 0.30464 2.01213 -2.80272
H: 0.53384 1.30403 -6.90598
H: 1.34136 0.68079 7.87641
H: 0.45043 2.42615 -4.73912
H: 1.79463 -0.11546 -5.06094
H: -2.23835 0.62747 3.83912
H: -1.21495 1.23349 -7.00296
H: -0.82523 0.00427 -2.01399
H: 1.11565 -1.66575 -4.70946
H: 1.29821 -1.23124 -6.40513
H: -0.38114 2.41553 7.27448
H: 0.38179 -0.81066 -3.06581
H: -0.79925 2.95136 4.88661
H: -0.16097 -3.43287 0.58110
H: -2.57022 -1.91393 3.29885
H: 0.43122 -0.45586 -0.05083
H: 0.79171 1.38618 -0.46848

Here are the Mulliken charges for atoms 1 to 8, given in e: number 1, O, carries -0.637; number 2, O, carries -0.185; number 3, O, carries -0.694; number 4, O, carries -0.332; number 5, C, carries -0.514; number 6, C, carries 0.374; number 7, C, carries -0.666; number 8, C, carries -1.138